# C26H21N5O4RuS2

A molecular structure, C26H21N5O4RuS2 (ωB97M-V/def2-TZVPD, OMol25).

Output
- total charge = -1
- expectation value of S² = 8.787
- multiplicity = 6
- energy relative to the best compared isomer or geometry (same formula, charge and spin) (eV) = 3.316
- HOMO-LUMO gap (spin up / spin down) (eV) = 6.08 / 6.40
- LUMO energy (spin up / spin down) (eV) = 2.06 / 1.63

Cartesian coordinates (Å):
1 Ru -0.5368 1.4118 -0.8621
2 O 3.2162 -0.6678 -1.2558
3 C 2.2063 -0.4273 -0.4127
4 O 1.1801 -1.3589 -0.3104
5 C 2.1679 0.6450 0.5085
6 C 3.3216 1.3096 0.9550
7 C 3.1660 2.3340 1.8687
8 C 1.8966 2.7012 2.3043
9 C 0.8033 2.0536 1.7442
10 N 0.9410 1.0528 0.8884
11 C -0.6408 2.5162 1.9755
12 O -0.8795 3.1494 2.9946
13 O -1.4419 2.2032 1.0312
14 H 2.9649 -0.2271 -2.0999
15 H 4.2944 1.0091 0.5940
16 H 4.0394 2.8585 2.2358
17 H 1.7234 3.5018 3.0078
18 C -3.0868 1.4925 -3.4817
19 C -3.3376 1.8736 -2.0236
20 C -3.9640 0.7713 -1.2024
21 C -5.3308 0.8499 -0.9586
22 C -5.9994 -0.1161 -0.2249
23 C -5.2915 -1.1807 0.3003
24 C -3.9245 -1.3152 0.0720
25 C -3.1951 -2.4585 0.7411
26 C -3.4285 -3.8134 0.0739
27 C -3.2787 -0.3529 -0.7160
28 N -1.8810 -0.5269 -0.9706
29 C -1.6025 -1.5019 -1.7506
30 C -0.3481 -2.1376 -2.0521
31 C -0.2444 -3.1317 -3.0142
32 C 1.0587 -3.6525 -2.9844
33 C 1.7339 -2.9889 -1.9871
34 N 0.8949 -2.0624 -1.4605
35 H -2.6372 2.3276 -4.0199
36 H -4.0170 1.2118 -3.9795
37 H -2.3920 0.6532 -3.5520
38 H -4.0046 2.7365 -1.9663
39 H -2.4034 2.2790 -1.5986
40 H -5.8745 1.7050 -1.3428
41 H -7.0616 -0.0186 -0.0395
42 H -5.7943 -1.9173 0.9175
43 H -3.5498 -2.5100 1.7739
44 H -2.1285 -2.2443 0.8004
45 H -4.4920 -4.0588 0.0542
46 H -2.9080 -4.6081 0.6108
47 H -3.0721 -3.8218 -0.9570
48 H -2.4156 -2.0035 -2.2832
49 H -1.0520 -3.4193 -3.6677
50 H 1.4729 -4.4227 -3.6116
51 H 2.7357 -3.0828 -1.6114
52 S 0.8557 0.6916 -2.8605
53 C 1.3295 2.1981 -3.6046
54 C 2.0488 2.0812 -4.8294
55 N 2.6349 1.9422 -5.8121
56 C 1.0538 3.4277 -3.0780
57 S 0.2075 3.7390 -1.6069
58 C 1.4882 4.5911 -3.7970
59 N 1.8190 5.5336 -4.3694

Atomic forces in eV per Å
0.2 0.3 0.0
0.0 0.0 0.1
0.0 -0.1 0.0
0.1 0.0 0.0
0.1 0.0 -0.1
0.0 0.0 0.0
0.0 0.0 0.0
0.0 0.0 0.0
0.0 0.0 0.1
-0.1 -0.1 -0.1
0.0 0.1 0.0
0.0 0.0 0.0
0.0 -0.1 -0.1
0.0 0.0 0.0
0.0 0.0 0.0
0.0 0.0 0.0
0.0 0.0 0.0
0.1 0.0 0.0
0.0 0.0 0.0
-0.1 0.0 0.0
0.0 0.0 0.0
0.0 0.0 0.0
0.0 0.0 0.0
-0.1 0.1 0.0
0.0 0.0 0.0
0.0 0.0 0.0
0.0 0.1 0.0
0.1 0.1 -0.1
0.0 0.0 0.1
0.0 -0.1 -0.1
0.0 0.1 0.1
0.0 0.0 0.0
0.0 0.1 0.0
0.1 0.0 0.0
0.0 0.0 0.0
0.0 0.0 0.0
0.0 0.0 0.0
0.0 0.0 -0.1
-0.1 -0.1 0.1
0.0 0.0 0.0
0.0 0.0 0.0
0.0 0.0 0.0
0.0 0.0 0.0
0.0 0.0 0.0
0.0 0.0 0.0
0.0 0.0 0.0
0.0 0.0 0.0
-0.1 0.0 0.1
0.0 0.0 0.0
0.0 0.0 0.0
0.0 0.0 0.0
-0.1 0.1 0.0
-0.2 0.2 0.3
0.1 0.0 -0.2
0.0 0.0 0.0
0.1 -0.2 0.0
-0.2 -0.2 0.0
0.0 0.1 -0.1
0.0 0.0 0.0



# C26H22BF4KN7

A molecular structure, C26H22BF4KN7 in a non-equilibrium geometry (ωB97M-V/def2-TZVPD, OMol25).

Output
- total charge = -1
- energy relative to the best compared isomer or geometry (same formula, charge and spin) (eV) = 0.633
- HOMO-LUMO gap (eV) = 5.48
- LUMO energy (eV) = 1.57

Cartesian coordinates (Å):
1 K -0.4337 0.5273 -0.8143
2 C 3.0700 3.8733 3.8306
3 C 2.3394 2.7241 3.1972
4 C 1.1114 2.2782 3.6837
5 C 0.4561 1.2291 3.0936
6 C 0.9566 0.5540 1.9521
7 N 0.2755 -0.4287 1.3421
8 C -0.4937 -1.2849 2.0389
9 C -0.1245 -1.7981 3.3056
10 C -0.8903 -2.7144 3.9827
11 C -2.0904 -3.1827 3.4555
12 C -2.9646 -4.1415 4.2109
13 C -2.4612 -2.7195 2.2024
14 C -1.6915 -1.8095 1.4999
15 N -2.1803 -1.3634 0.2474
16 C -3.1350 -0.4345 0.0771
17 C -3.3716 -0.3316 -1.2730
18 C -2.4969 -1.2612 -1.8390
19 N -1.7856 -1.8760 -0.9099
20 C 2.1889 1.0427 1.4545
21 C 2.8518 2.0880 2.0801
22 N 2.8099 0.4772 0.3195
23 C 4.0635 -0.0075 0.2879
24 C 4.3461 -0.3244 -1.0229
25 C 3.1811 0.0212 -1.7133
26 N 2.2691 0.5067 -0.8896
27 H 2.8341 3.9454 4.8909
28 H 2.7847 4.8130 3.3531
29 H 4.1481 3.7548 3.7252
30 H 0.6701 2.7757 4.5378
31 H -0.4943 0.8965 3.4891
32 H 0.7980 -1.4448 3.7455
33 H -0.5577 -3.0806 4.9453
34 H -2.7790 -4.0696 5.2810
35 H -2.7749 -5.1703 3.8992
36 H -4.0165 -3.9248 4.0292
37 H -3.3832 -3.0719 1.7585
38 H -3.5874 0.0840 0.8994
39 H -4.0723 0.3209 -1.7548
40 H -2.3755 -1.5191 -2.8749
41 H 3.7961 2.4241 1.6709
42 H 4.6628 -0.0947 1.1727
43 H 5.2602 -0.7300 -1.4113
44 H 2.9706 -0.0640 -2.7627
45 N 0.0985 -0.1980 -8.9124
46 C 0.1736 -0.2429 -7.7673
47 C 0.2266 -0.2792 -6.3569
48 C 0.2792 0.9084 -5.6204
49 C 0.2522 0.8234 -4.2388
50 N 0.1815 -0.3221 -3.5797
51 C 0.1572 -1.4455 -4.2782
52 C 0.1819 -1.4928 -5.6609
53 H 0.3272 1.8648 -6.1192
54 H 0.2807 1.7135 -3.6319
55 H 0.1077 -2.3533 -3.6937
56 H 0.1576 -2.4329 -6.1929
57 F -1.2896 2.4382 -1.6124
58 B -2.4391 3.2146 -1.2659
59 F -2.0715 4.5343 -1.1742
60 F -3.3953 3.0230 -2.2433
61 F -2.9112 2.7591 -0.0429

Atomic forces in eV per Å
0.5 -0.4 -0.4
-0.1 0.0 -0.1
0.2 -0.1 0.0
0.2 0.0 0.0
-0.1 0.0 0.0
0.2 0.1 0.4
0.2 -0.4 -0.2
-0.1 -0.3 0.2
0.0 0.1 0.0
-0.1 0.0 -0.1
-0.2 0.0 0.0
0.1 -0.1 -0.1
0.1 -0.1 0.1
0.4 -0.3 0.7
-0.3 0.3 0.3
-0.6 0.3 -0.2
-0.3 0.1 0.1
-0.3 -0.1 -0.1
0.7 -1.0 -0.5
-0.5 0.4 0.6
-0.1 0.2 0.1
0.6 -0.3 0.2
0.3 -0.2 -0.3
0.1 0.0 0.2
0.1 -0.1 0.0
-0.5 0.2 -0.6
0.0 0.1 0.1
0.1 0.1 0.1
0.1 0.0 0.0
-0.1 0.0 0.1
0.0 0.0 0.0
0.1 0.0 0.0
0.0 0.0 0.1
0.0 0.0 0.1
-0.1 -0.1 0.1
-0.1 0.0 0.0
-0.1 0.0 -0.1
0.1 0.1 0.2
0.0 0.2 -0.1
0.1 0.0 -0.1
0.1 0.0 -0.1
0.0 0.0 0.2
0.1 -0.1 0.0
-0.1 0.0 -0.2
0.1 0.0 -0.1
0.0 0.0 -0.9
0.0 0.0 1.5
0.0 -0.3 -0.3
0.1 0.2 -0.1
0.0 0.1 0.2
0.0 -0.3 -0.1
0.0 0.3 -0.3
0.0 0.0 0.0
-0.1 0.3 0.1
0.0 -0.2 0.0
0.0 0.0 0.0
-0.1 0.9 -0.7
0.0 0.0 0.1
0.2 0.8 0.0
-0.5 -0.1 -0.6
-0.2 -0.4 0.6



# C26H22ClCoIN8O9S2

A molecular structure, C26H22ClCoIN8O9S2 (ωB97M-V/def2-TZVPD, OMol25).

Output
- total charge = +1
- expectation value of S² = 6.042
- multiplicity = 5
- energy relative to the best compared isomer or geometry (same formula, charge and spin) (eV) = 0.140
- HOMO-LUMO gap (spin up / spin down) (eV) = 7.32 / 5.37
- LUMO energy (spin up / spin down) (eV) = -3.65 / -5.55

Cartesian coordinates (Å):
1 Co -0.1525 -0.4689 0.6478
2 C 4.5458 3.5794 0.3029
3 C 3.8995 2.7255 1.3236
4 N 4.2659 2.6066 2.5600
5 N 3.3851 1.7180 3.0889
6 C 2.4713 1.2842 2.2119
7 S 1.2944 0.1116 2.5348
8 N 2.7955 1.9418 1.0732
9 N 2.0682 1.8500 -0.1057
10 H 5.4272 4.0368 0.7435
11 H 3.8757 4.3719 -0.0340
12 H 4.8468 2.9853 -0.5611
13 H 3.4657 1.4223 4.0459
14 H 2.2834 2.6637 -0.6670
15 H 2.3414 1.0034 -0.5999
16 Cl -2.6450 -6.7866 2.0987
17 C -2.3979 -5.1032 1.9977
18 C -3.4653 -4.2530 2.2421
19 C -3.3230 -2.8768 2.1692
20 I -4.9076 -1.6299 2.5471
21 C -2.0626 -2.2937 1.8027
22 O -1.8765 -1.0656 1.6865
23 C -0.9438 -3.2167 1.5664
24 N 0.2190 -2.6223 1.2696
25 C 1.2851 -3.3788 1.0857
26 C 1.2390 -4.7741 1.1648
27 C 0.0437 -5.3928 1.4466
28 C -1.0946 -4.6004 1.6677
29 H -4.4229 -4.6862 2.4949
30 H 2.2090 -2.8538 0.8729
31 H 2.1390 -5.3491 1.0023
32 H -0.0244 -6.4696 1.5080
33 C -2.9096 7.6284 0.6039
34 C -2.6738 6.1812 0.2821
35 C -2.1127 5.3189 1.2205
36 C -1.8947 3.9816 0.9285
37 C -2.2444 3.5091 -0.3259
38 C -2.7854 4.3486 -1.2899
39 C -3.0047 5.6781 -0.9753
40 S -2.0031 1.8003 -0.7360
41 C -3.5441 1.1394 -0.1024
42 O -0.9439 1.3332 0.2480
43 H -2.6302 7.8567 1.6306
44 H -3.9599 7.8892 0.4704
45 H -2.3277 8.2724 -0.0569
46 H -1.8418 5.7010 2.1967
47 H -1.4441 3.3137 1.6510
48 H -3.0269 3.9716 -2.2762
49 H -3.4279 6.3395 -1.7206
50 H -3.5981 1.3600 0.9625
51 H -3.5364 0.0656 -0.2768
52 H -4.3642 1.6094 -0.6438
53 O 0.8192 -5.6641 -4.6850
54 N 1.8179 -5.0338 -4.4023
55 O 2.9364 -5.2543 -4.8181
56 C 1.6597 -3.9104 -3.4746
57 C 0.4205 -3.6357 -2.9521
58 C 0.2803 -2.5697 -2.0767
59 C 1.3653 -1.7266 -1.6541
60 O 1.2857 -0.8263 -0.7671
61 C 2.6138 -2.0880 -2.2778
62 C 2.7670 -3.1458 -3.1347
63 N 3.8378 -1.3375 -1.9693
64 O 4.8814 -1.9492 -1.9971
65 O 3.7478 -0.1468 -1.7175
66 N -1.0508 -2.3582 -1.5696
67 O -1.3356 -1.2677 -1.0616
68 O -1.8641 -3.2439 -1.6529
69 H -0.4336 -4.2361 -3.2268
70 H 3.7403 -3.3826 -3.5410

Atomic forces in eV per Å
0.5 0.3 0.1
0.0 0.0 0.0
0.1 0.0 0.0
0.1 0.1 0.0
-0.1 -0.1 -0.2
0.0 0.0 0.0
-0.1 0.0 0.1
0.0 -0.1 0.2
0.0 0.0 0.0
0.0 0.0 0.0
0.0 0.0 0.0
0.0 0.0 0.0
0.0 0.0 0.0
-0.1 0.0 0.0
0.0 0.0 -0.1
0.0 0.0 0.0
0.0 0.0 0.0
0.0 0.0 0.0
0.0 -0.1 0.0
0.0 0.0 0.0
0.1 0.2 0.0
-0.2 -0.3 0.0
0.0 0.0 0.0
-0.2 0.0 -0.1
0.1 0.0 0.0
0.0 0.0 0.0
0.0 0.1 0.0
0.0 0.0 0.0
0.0 0.0 0.0
0.0 0.0 0.0
0.0 0.0 0.0
0.0 0.0 0.0
0.0 0.0 0.0
0.0 0.0 0.0
0.0 0.0 0.0
0.0 0.0 0.0
0.0 0.0 0.0
0.0 0.0 0.0
0.0 0.0 0.0
0.0 -0.1 -0.1
0.0 0.0 0.0
0.0 0.0 0.1
0.0 0.0 0.0
0.0 0.0 0.0
0.0 0.0 0.0
0.0 0.0 0.0
0.0 0.0 0.0
0.0 0.0 0.0
0.0 0.0 0.0
0.0 0.0 0.0
0.0 0.0 0.0
0.0 0.0 0.0
0.1 0.0 0.0
0.0 0.0 0.0
-0.1 0.0 0.0
-0.1 0.0 0.0
0.1 0.0 0.0
0.0 0.0 0.0
0.1 0.0 0.0
0.0 -0.2 -0.2
-0.1 0.1 0.0
0.0 0.0 0.0
0.0 0.2 0.1
0.1 -0.1 0.0
-0.1 -0.1 0.0
0.1 0.0 0.0
-0.1 0.3 0.1
-0.2 -0.3 -0.1
0.0 0.0 0.0
0.0 0.0 0.0